Below is a structure of composition C65H63ClN7O5SY at a distorted geometry, with properties calculated with ωB97M-V with the def2-TZVPD basis set.

## Properties
DFT total energy: -113502.845 eV
Energy relative to the best compared isomer or geometry (same formula, charge and spin): 0.0 kJ/mol
2S+1: 1
Total charge: -2

Each line ends with the Mulliken charge.
Cartesian coordinates (Å):
Y1 1.66263 0.21740 0.17460  -0.34
O1 1.37430 0.21071 -7.46322  -0.74
C1 0.91823 1.12473 -6.76230  0.52
O2 0.40266 2.19840 -7.09377  -0.73
C2 1.02239 0.87081 -5.21333  -0.72
C3 1.53335 -0.33605 -4.74628  -1.04
C4 1.62518 -0.55637 -3.37780  0.52
N1 1.27588 0.37091 -2.47649  0.50
C5 0.81680 1.55361 -2.91098  0.57
C6 0.65162 1.81762 -4.27404  -1.17
C7 0.57677 2.56279 -1.85979  0.70
C8 0.71772 3.91659 -2.15916  -1.43
C9 0.51560 4.85872 -1.12607  -1.01
C10 0.30807 4.43867 0.13799  -1.52
C11 0.42456 2.99314 0.49403  1.69
N2 0.29325 2.08044 -0.64931  0.29
C12 2.07634 -1.85329 -2.85086  0.37
C13 2.85759 -2.72372 -3.62028  -1.05
C14 3.16975 -3.96928 -3.11586  -0.72
C15 2.70729 -4.31542 -1.85358  -0.96
C16 1.97260 -3.37581 -1.15198  0.22
N3 1.65825 -2.18236 -1.62723  0.46
H1 1.82898 -1.06739 -5.48455  0.61
H2 0.23732 2.75151 -4.62305  0.70
H3 0.98316 4.24558 -3.14950  0.45
H4 0.51027 5.91775 -1.36500  0.36
H5 0.11634 5.13463 0.94314  0.62
H6 -0.35584 2.72842 1.22401  -0.27
H7 3.22303 -2.41344 -4.58792  0.47
H8 3.77887 -4.65747 -3.68973  0.35
H9 2.93815 -5.27734 -1.41803  0.38
H10 1.63086 -3.58825 -0.14866  0.22
S1 -1.64462 -0.82801 4.13103  -0.68
C17 -2.60801 0.18983 3.10593  1.33
C18 -3.87734 0.68317 3.33083  -0.87
C19 -4.46453 1.46200 2.34693  -0.80
C20 -3.78624 1.74448 1.16383  -1.24
C21 -2.51121 1.27073 0.93788  1.02
C22 -1.89723 0.48738 1.91885  -1.64
N4 -0.64830 -0.02673 1.86692  1.52
C23 -0.32874 -0.72225 2.91395  0.27
C24 0.98646 -1.20866 3.20621  0.00
C25 1.19761 -1.93630 4.38679  -0.67
C26 2.47249 -2.27373 4.77762  -1.12
C27 3.54288 -1.82533 4.01648  -1.04
C28 3.32144 -1.09703 2.85748  -0.44
C29 2.04957 -0.80342 2.34566  1.66
H11 -4.38616 0.46819 4.25789  0.46
H12 -5.46174 1.85103 2.50233  0.38
H13 -4.27940 2.34225 0.40956  0.51
H14 -1.96080 1.49928 0.03794  0.17
H15 0.34723 -2.23112 4.99205  0.43
H16 2.64307 -2.85229 5.67829  0.34
H17 4.55651 -2.05138 4.32551  0.46
H18 4.19951 -0.74803 2.32558  0.21
C30 1.15954 2.34019 3.54086  -2.22
C31 2.04954 3.10341 2.55387  3.51
C32 3.50380 2.74835 2.91371  -1.74
C33 1.81086 2.64996 1.09644  0.04
C34 1.91449 4.61225 2.74834  -1.14
C35 2.69111 5.49597 1.99502  0.47
C36 2.63565 6.86138 2.19043  -1.12
C37 1.80624 7.40063 3.16191  -0.38
C38 1.02081 6.54732 3.91191  -0.99
C39 1.07320 5.17957 3.70536  -0.15
H19 1.36923 1.27941 3.45244  -0.33
H20 0.10277 2.49862 3.34159  0.55
H21 1.37684 2.63962 4.56631  0.78
H22 3.63582 1.67010 2.84449  -0.06
H23 3.73705 3.07137 3.92900  0.55
H24 4.20063 3.22720 2.23185  0.37
H25 2.56105 3.16342 0.46784  -0.14
H26 3.33571 5.10825 1.22120  0.34
H27 3.25169 7.51568 1.58664  0.36
H28 1.76598 8.47062 3.32018  0.38
H29 0.36981 6.94847 4.67850  0.37
H30 0.42723 4.56144 4.30681  0.33
C40 9.97898 -1.91262 1.40885  -1.44
C41 8.58697 -1.60735 0.93529  0.88
C42 7.77937 -2.58546 0.38152  -1.14
C43 6.48677 -2.30695 -0.03877  0.59
C44 5.67437 -3.43117 -0.60166  -1.03
C45 5.97438 -1.00705 0.08242  0.19
C46 6.79093 -0.00669 0.62125  1.52
C47 6.33673 1.40912 0.81751  -2.05
C48 8.07568 -0.32641 1.04284  -1.06
C49 4.50577 -0.74007 -0.22377  0.78
O3 3.69782 -1.64785 0.06148  -0.10
O4 4.13961 0.37162 -0.68160  -0.93
H31 10.20644 -2.97192 1.30182  0.35
H32 10.09022 -1.64086 2.45861  0.33
H33 10.70823 -1.33794 0.83602  0.31
H34 8.15892 -3.59505 0.28067  0.26
H35 6.29588 -4.31202 -0.76774  0.39
H36 5.21369 -3.13723 -1.54043  0.10
H37 4.86674 -3.67654 0.08542  0.19
H38 5.46295 1.62471 0.21018  0.18
H39 7.13950 2.09567 0.55261  0.67
H40 6.07915 1.57356 1.86479  0.30
H41 8.69142 0.45080 1.47586  0.41
C50 -4.51287 -1.89342 1.25338  -2.32
C51 -5.59710 -2.01996 0.17500  2.70
C52 -6.84017 -2.60422 0.86787  -2.16
C53 -5.95140 -0.61970 -0.32198  -1.58
C54 -5.11941 -2.98869 -0.96749  1.89
O5 -4.68432 -4.20218 -0.37442  -0.72
C55 -6.26791 -3.47007 -1.90415  -1.86
C56 -6.48817 -2.87036 -3.29960  -1.23
C57 -7.15139 -1.52346 -3.30567  0.20
C58 -6.49608 -0.39805 -3.77556  0.03
C59 -7.11964 0.84596 -3.79420  -0.99
C60 -8.42883 0.94234 -3.34344  0.50
Cl1 -9.24711 2.46792 -3.42502  -0.24
C61 -9.10269 -0.15876 -2.85188  -0.92
C62 -8.46265 -1.39134 -2.84013  0.16
C63 -3.95324 -2.40995 -1.81959  -1.52
N5 -2.70797 -2.24464 -1.10980  0.96
C64 -1.82182 -1.23114 -1.14061  -0.93
N6 -0.78662 -1.50785 -0.38044  0.91
C65 -1.06850 -2.72793 0.10863  -1.19
N7 -2.21100 -3.21060 -0.31868  -0.97
H42 -4.88397 -1.26329 2.05764  0.60
H43 -3.61542 -1.41668 0.87595  0.20
H44 -4.25811 -2.86462 1.67100  0.39
H45 -6.95690 -2.13777 1.84390  0.50
H46 -6.73025 -3.67700 1.00824  0.40
H47 -7.74723 -2.40358 0.30073  0.39
H48 -6.28983 -0.02422 0.52391  0.50
H49 -6.74875 -0.66088 -1.05665  0.13
H50 -5.09387 -0.11203 -0.75298  0.16
H51 -3.75543 -4.08793 -0.09437  0.58
H52 -7.20723 -3.40750 -1.36418  0.41
H53 -6.05647 -4.53242 -2.04267  0.40
H54 -7.15362 -3.56729 -3.82236  0.50
H55 -5.55838 -2.82640 -3.86448  0.40
H56 -5.48315 -0.47787 -4.14210  0.41
H57 -6.59734 1.71411 -4.16110  0.46
H58 -10.11604 -0.06155 -2.49359  0.41
H59 -8.98984 -2.25688 -2.46542  0.43
H60 -4.22229 -1.44677 -2.25066  0.39
H61 -3.76734 -3.12172 -2.63226  0.22
H62 -1.95690 -0.33137 -1.70368  0.68
H63 -0.44670 -3.26608 0.79449  0.75